Here is a molecular structure, C4H17CuNO3P in a non-equilibrium geometry from the Open Molecules 2025 dataset. Energies are from the ωB97M-V functional and the def2-TZVPD basis.

Output
**Multiplicity**: 2
**Energy relative to the best compared isomer or geometry (same formula, charge and spin)**: 81.3 kJ/mol
**HOMO energy (alpha / beta)**: 0.4 / -1.8 eV
**Lowest unoccupied orbital energy (alpha / beta)**: 3.465 / 3.399 eV
**Molecular weight**: 221.7 g mol⁻¹
**Total charge**: -1

Cartesian coordinates (Å):
C -2.153 1.267 -0.422
Cu -1.135 -0.479 -0.896
N 0.102 -1.943 -1.673
H -1.690 -0.014 -2.346
H 1.109 -1.688 -1.726
H -2.345 -0.326 -1.981
H -2.623 1.694 -1.324
H -1.571 2.069 0.057
H -2.923 0.952 0.294
H 0.057 -2.811 -1.113
H -0.178 -2.205 -2.649
C 1.722 -2.113 1.150
O 1.768 -0.704 0.892
P 0.528 0.184 0.294
O 0.024 0.984 1.555
C -0.983 0.171 2.274
O 1.505 1.176 -0.580
C 1.753 2.580 -0.630
H 2.215 -2.678 0.313
H 0.661 -2.427 1.136
H 2.086 -2.555 2.081
H -1.437 -0.637 1.635
H -0.336 -0.271 3.027
H -1.798 0.802 2.645
H 1.459 2.989 -1.593
H 1.302 3.280 0.141
H 2.879 2.705 -0.562

Here are the natural (NBO) charges for atoms 1 to 4, given in e: number 1, C, carries -1.337; number 2, Cu, carries 0.317; number 3, N, carries -1.209; number 4, H, carries -0.131

Here is 7 unconnected molecules or ions with the total composition C33H78N2O7 in a non-equilibrium geometry from the Open Molecules 2025 dataset. Energies are from the ωB97M-V functional and the def2-TZVPD basis.

Output
**SMILES string**: CC1(C)CCCC(C)(C)N1O.CC1(C)CCCC(C)(C)N1O.CC(C)O.CC(C)O.CC(C)O.CC(C)O.CC(C)O
**Energy relative to the best compared isomer or geometry (same formula, charge and spin)**: 65.8 kJ/mol
**HOMO energy**: -8.3 eV
**Lowest unoccupied orbital energy**: 0.642 eV
**Molecular weight**: 615.0 g mol⁻¹

Cartesian coordinates (Å):
C 1.265 1.238 3.364
C 2.756 0.908 3.215
C 3.559 1.854 4.131
C 3.025 -0.519 3.728
C 4.420 -0.985 3.322
C 4.637 -0.878 1.816
C 4.410 0.556 1.319
C 5.604 1.471 1.596
C 4.301 0.406 -0.211
N 3.106 1.055 1.779
O 2.868 2.386 1.391
H 0.864 0.741 4.249
H 1.079 2.309 3.457
H 0.651 0.893 2.528
H 3.213 1.820 5.168
H 4.628 1.684 4.047
H 3.351 2.906 3.904
H 3.004 -0.489 4.817
H 2.293 -1.244 3.375
H 5.198 -0.523 3.932
H 4.427 -2.058 3.554
H 3.821 -1.487 1.418
H 5.618 -1.264 1.555
H 6.102 1.221 2.538
H 5.335 2.528 1.642
H 6.403 1.438 0.851
H 5.139 -0.152 -0.638
H 4.230 1.358 -0.740
H 3.456 -0.192 -0.571
H 2.075 2.327 0.841
C -2.708 -0.747 1.342
C -3.354 -1.629 2.435
C -4.348 -0.777 3.225
C -4.075 -2.788 1.792
C -3.151 -3.875 1.264
C -2.184 -4.324 2.359
C -1.371 -3.151 2.982
C -0.806 -3.729 4.301
C -0.249 -2.700 2.036
N -2.342 -2.115 3.390
O -1.707 -1.018 4.017
H -3.477 -0.344 0.678
H -2.358 0.154 1.855
H -1.912 -1.242 0.801
H -5.155 -0.473 2.553
H -4.747 -1.370 4.047
H -3.916 0.148 3.600
H -4.743 -3.322 2.482
H -4.738 -2.441 0.997
H -3.764 -4.663 0.827
H -2.483 -3.495 0.478
H -1.521 -5.087 1.957
H -2.815 -4.679 3.182
H -0.280 -4.675 4.180
H -1.683 -3.973 4.910
H -0.246 -2.992 4.879
H -0.260 -1.608 2.071
H -0.263 -3.073 1.011
H 0.736 -3.011 2.395
H -1.495 -1.338 4.900
C 1.535 4.766 -0.789
C 2.928 5.036 -1.352
C 3.875 5.583 -0.291
O 3.435 3.828 -1.887
H 1.049 5.700 -0.508
H 1.515 4.037 0.017
H 0.966 4.326 -1.613
H 2.895 5.733 -2.190
H 4.929 5.496 -0.543
H 3.658 5.157 0.695
H 3.688 6.642 -0.069
H 3.399 3.055 -1.314
C -1.169 -3.700 -2.310
C -2.010 -2.753 -3.160
C -3.146 -3.461 -3.894
O -2.536 -1.732 -2.313
H -0.589 -4.425 -2.886
H -1.836 -4.290 -1.678
H -0.423 -3.174 -1.713
H -1.351 -2.269 -3.892
H -3.718 -2.766 -4.508
H -3.840 -3.852 -3.143
H -2.789 -4.315 -4.470
H -3.145 -1.222 -2.888
C 1.742 2.246 -4.508
C 2.646 1.295 -3.707
C 2.651 -0.116 -4.241
O 3.974 1.875 -3.797
H 0.686 2.058 -4.276
H 1.846 2.174 -5.590
H 1.950 3.283 -4.240
H 2.408 1.349 -2.640
H 3.499 -0.670 -3.834
H 2.748 -0.143 -5.328
H 1.733 -0.657 -4.007
H 3.835 2.724 -3.348
C -5.992 1.639 -3.566
C -5.410 0.390 -2.922
C -6.393 -0.765 -2.938
O -4.215 0.007 -3.637
H -5.276 2.451 -3.685
H -6.875 1.955 -3.010
H -6.350 1.335 -4.556
H -5.138 0.645 -1.890
H -5.935 -1.665 -2.530
H -6.776 -0.951 -3.941
H -7.234 -0.499 -2.293
H -3.961 0.766 -4.169
C -1.105 2.139 -0.422
C -0.443 1.366 -1.560
C 0.234 0.090 -1.070
O -1.486 1.001 -2.472
H -1.498 3.124 -0.660
H -0.384 2.167 0.407
H -1.924 1.534 -0.030
H 0.205 2.055 -2.104
H 0.969 0.319 -0.288
H 0.829 -0.388 -1.850
H -0.486 -0.625 -0.678
H -1.819 0.120 -2.241

Here are the Löwdin charges for atoms 1 to 4, given in e: number 1, C, carries -0.029; number 2, C, carries -0.492; number 3, C, carries -0.031; number 4, C, carries -0.134

Here is 2 unconnected molecules or ions with the total composition C9H14 in a non-equilibrium geometry from the Open Molecules 2025 dataset. Energies are from the ωB97M-V functional and the def2-TZVPD basis.

Output
**SMILES string**: Cc1ccccc1.CC
**Energy relative to the best compared isomer or geometry (same formula, charge and spin)**: 75.5 kJ/mol
**HOMO energy**: -9.0 eV
**Lowest unoccupied orbital energy**: 1.014 eV
**Molecular weight**: 122.2 g mol⁻¹

Cartesian coordinates (Å):
C -0.091 -0.965 2.656
C -0.739 -0.090 1.611
C -2.144 -0.072 1.457
C -2.688 0.746 0.505
C -1.975 1.767 -0.146
C -0.599 1.732 0.039
C 0.015 0.788 0.854
H 0.541 -0.275 3.227
H 0.683 -1.654 2.286
H -0.699 -1.600 3.291
H -2.657 -0.878 1.966
H -3.732 0.609 0.237
H -2.439 2.481 -0.804
H 0.068 2.277 -0.625
H 1.084 0.617 0.789
C 2.308 -0.086 -2.383
C 1.490 -1.296 -1.911
H 2.861 0.425 -1.595
H 3.037 -0.256 -3.171
H 1.570 0.664 -2.705
H 2.227 -2.116 -1.988
H 1.113 -1.309 -0.899
H 0.768 -1.507 -2.691

Here are the natural (NBO) charges for atoms 1 to 4, given in e: number 1, C, carries -0.648; number 2, C, carries 0.014; number 3, C, carries -0.233; number 4, C, carries -0.194

Here is a single C6H15NO molecule in a non-equilibrium geometry from the Open Molecules 2025 dataset. Energies are from the ωB97M-V functional and the def2-TZVPD basis.

Output
**SMILES string**: CCCNCCCO
**Energy relative to the best compared isomer or geometry (same formula, charge and spin)**: 318.1 kJ/mol
**HOMO energy**: -8.6 eV
**Lowest unoccupied orbital energy**: 0.926 eV
**Molecular weight**: 117.2 g mol⁻¹

Cartesian coordinates (Å):
C 1.516 0.384 -3.363
C 1.806 0.208 -1.866
C 0.700 -0.609 -1.030
N 1.005 -0.397 0.455
C 0.074 0.509 1.133
C -1.306 -0.154 1.320
C -1.805 0.299 2.681
O -3.211 0.076 2.961
H 2.175 0.917 -4.045
H 0.485 0.889 -3.411
H 1.438 -0.653 -3.870
H 2.177 1.001 -1.168
H 2.817 -0.394 -1.786
H -0.364 -0.427 -1.342
H 0.811 -1.771 -1.190
H 1.193 -1.183 0.995
H 0.396 0.761 2.259
H 0.085 1.361 0.525
H -1.292 -1.161 1.336
H -2.051 0.096 0.544
H -1.343 -0.314 3.505
H -1.744 1.349 2.684
H -3.563 -0.789 2.674

Here are the natural (NBO) charges for atoms 1 to 4, given in e: number 1, C, carries -0.625; number 2, C, carries -0.434; number 3, C, carries -0.231; number 4, N, carries -0.650